1.
Molecular formula: C21H29N3O4
Method: DFT, the ωB97M-V functional and the def2-TZVPD basis

For the molar mass, the calculation gives 387.48 g/mol. Its SMILES is CNC(=O)[C@@H](NC(C)=O)[C@@H](C)O.CC(=O)N[C@@H](C)c1cccc2ccccc12. Its energy is -1282.86947 hartree.

Last column: Mulliken charge in e.
Cartesian coordinates (Å):
C 1.666 2.631 3.631  -1.061
N 0.674 1.571 3.816  -0.055
C -0.642 1.591 3.570  0.314
O -1.266 0.554 3.750  -0.684
C -1.332 2.860 3.018  -0.277
N -2.675 2.665 2.413  -0.038
C -3.823 2.159 2.873  0.639
C -3.986 1.565 4.258  -0.828
O -4.804 2.206 2.149  -0.686
C -1.269 4.063 3.990  0.106
C -2.146 5.253 3.596  -1.556
O -1.606 3.719 5.306  -0.601
H 1.501 3.165 2.694  0.348
H 1.620 3.332 4.467  0.352
H 2.666 2.195 3.607  0.351
H 1.002 0.692 4.188  0.312
H -0.705 3.157 2.180  0.484
H -2.771 2.977 1.460  0.257
H -3.973 0.480 4.160  0.224
H -4.944 1.879 4.666  0.280
H -3.187 1.853 4.926  0.244
H -0.243 4.424 4.005  0.399
H -3.203 4.990 3.647  0.328
H -1.957 6.083 4.277  0.383
H -1.904 5.572 2.583  0.398
H -2.557 3.589 5.342  0.362
C 0.471 -5.700 -5.766  -1.110
C 0.332 -4.193 -5.920  0.697
O 0.324 -3.710 -7.038  -0.656
N 0.098 -3.272 -4.922  -0.206
C 0.444 -3.298 -3.498  0.362
C 1.108 -4.571 -2.964  -1.340
C 1.386 -2.130 -3.209  0.325
C 2.356 -1.785 -4.175  -0.316
C 3.239 -0.726 -3.978  -0.924
C 3.187 0.010 -2.800  -0.990
C 2.260 -0.315 -1.805  1.048
C 2.247 0.428 -0.616  -0.845
C 1.344 0.123 0.401  -0.250
C 0.445 -0.930 0.238  -1.177
C 0.450 -1.679 -0.944  -0.646
C 1.350 -1.390 -1.993  0.717
H 0.373 -6.183 -6.743  0.316
H -0.316 -6.085 -5.114  0.322
H 1.449 -5.957 -5.356  0.279
H -0.053 -2.342 -5.307  0.272
H -0.501 -3.165 -2.965  0.308
H 2.036 -4.781 -3.503  0.309
H 0.432 -5.425 -3.050  0.309
H 1.353 -4.449 -1.904  0.425
H 2.437 -2.341 -5.105  0.371
H 3.968 -0.477 -4.744  0.405
H 3.880 0.833 -2.656  0.400
H 2.946 1.247 -0.478  0.358
H 1.343 0.698 1.319  0.493
H -0.259 -1.168 1.031  0.506
H -0.263 -2.491 -1.009  0.244


2.
Molecular formula: C21H29N3O4S
Method: DFT, the ωB97M-V functional and the def2-TZVPD basis

For the molar mass, the calculation gives 419.55 g/mol. Its SMILES is CC[C@@H](O)[C@H](C)C(=O)N1CC[C@](NC(=O)CN2CSCC2=O)(c2ccccc2)C1. Its energy is -1681.10997 hartree.

Last column: Mulliken charge in e.
Cartesian coordinates (Å):
C 1.623 -5.973 2.416  -1.448
C 1.139 -4.679 1.774  -0.162
C 2.106 -3.519 1.978  -0.447
O 3.367 -3.785 1.359  -0.563
C 1.596 -2.226 1.349  0.927
C 2.589 -1.073 1.529  -1.500
C 0.280 -1.824 1.995  -0.177
O 0.081 -1.968 3.193  -0.670
N -0.662 -1.261 1.199  0.247
C -1.897 -0.736 1.787  -0.688
C -2.618 -0.104 0.599  -0.898
C -1.466 0.333 -0.322  1.591
N -0.768 1.459 0.295  0.429
C -1.328 2.670 0.523  0.756
O -2.501 2.944 0.354  -0.635
C -0.306 3.727 0.943  -1.431
N 0.482 4.119 -0.215  0.141
C -0.020 5.134 -1.116  -0.526
S 0.970 4.987 -2.637  -0.187
C 2.238 3.999 -1.810  -0.586
C 1.593 3.430 -0.563  0.481
O 2.025 2.472 0.057  -0.690
C -1.829 0.603 -1.776  -0.673
C -1.274 1.670 -2.473  0.270
C -1.569 1.883 -3.813  -0.959
C -2.425 1.024 -4.482  -0.450
C -2.978 -0.051 -3.801  -1.002
C -2.680 -0.259 -2.463  -0.539
C -0.520 -0.871 -0.196  -1.189
H 0.885 -6.767 2.305  0.398
H 2.547 -6.334 1.958  0.333
H 1.801 -5.835 3.485  0.344
H 0.997 -4.823 0.699  0.230
H 0.175 -4.402 2.205  0.319
H 2.243 -3.348 3.052  0.348
H 3.778 -4.524 1.815  0.377
H 1.454 -2.423 0.283  0.502
H 2.238 -0.153 1.056  0.222
H 2.727 -0.870 2.593  0.342
H 3.552 -1.335 1.097  0.416
H -2.469 -1.535 2.258  0.455
H -1.653 -0.008 2.562  0.330
H -3.229 -0.848 0.090  0.451
H -3.253 0.734 0.872  0.367
H 0.239 1.406 0.390  0.047
H -0.840 4.592 1.328  0.455
H 0.375 3.341 1.702  0.378
H -1.067 4.946 -1.358  0.345
H 0.074 6.127 -0.672  0.424
H 2.559 3.181 -2.450  0.380
H 3.110 4.587 -1.524  0.406
H -0.598 2.353 -1.976  0.258
H -1.122 2.725 -4.325  0.455
H -2.660 1.188 -5.526  0.398
H -3.645 -0.733 -4.312  0.403
H -3.121 -1.109 -1.958  0.285
H 0.505 -0.599 -0.452  0.596
H -0.844 -1.660 -0.880  0.318


3.
Molecular formula: C21H29N3O5Ru
Method: DFT, the ωB97M-V functional and the def2-TZVPD basis

For the molar mass, the calculation gives 504.55 g/mol. The total charge is +4. Its energy is -1451.32722 hartree.

Last column: Mulliken charge in e.
Cartesian coordinates (Å):
Ru 0.044 0.650 2.793  0.291
C 0.664 3.321 2.875  -0.534
C 1.752 2.990 1.895  -0.493
O 1.524 1.600 1.455  -0.202
C 2.743 0.802 1.427  -0.462
C 2.409 -0.572 1.932  -0.452
O 1.715 -0.353 3.176  -0.176
C 1.430 -1.523 3.996  -0.437
C 0.940 -0.976 5.307  -0.547
O -0.055 0.031 4.992  -0.183
C -0.008 1.211 5.858  -0.493
C -0.251 2.395 4.967  -0.538
O 0.743 2.302 3.897  -0.287
H -0.317 3.245 2.379  0.339
H 0.726 4.329 3.286  0.494
H 2.729 3.049 2.370  0.427
H 1.727 3.655 1.033  0.390
H 3.474 1.269 2.085  0.397
H 3.148 0.772 0.416  0.398
H 3.319 -1.148 2.106  0.461
H 1.753 -1.129 1.259  0.212
H 2.343 -2.106 4.128  0.446
H 0.685 -2.129 3.477  0.223
H 1.760 -0.494 5.838  0.459
H 0.516 -1.759 5.935  0.405
H 0.977 1.269 6.319  0.415
H -0.770 1.136 6.633  0.393
H -0.206 3.361 5.470  0.473
H -1.247 2.307 4.510  0.340
C 0.748 -0.231 -8.709  -1.293
C 0.306 -0.369 -7.352  1.027
C -0.942 0.254 -6.931  -0.792
C -1.421 0.115 -5.689  -0.233
C -0.644 -0.699 -4.707  1.144
N -1.050 -0.965 -3.502  -0.072
C -2.481 -0.787 -2.989  0.340
O -3.279 -0.431 -3.791  -0.470
N -2.744 -1.289 -1.760  -0.071
C -2.310 -1.312 -0.382  0.391
C -3.126 -2.128 0.409  -0.441
C -2.896 -2.220 1.759  -1.167
C -1.861 -1.469 2.290  -0.238
N -1.078 -0.667 1.553  -0.022
C -1.282 -0.604 0.213  -0.385
C 0.665 -1.278 -5.129  -0.437
C 1.107 -1.119 -6.378  -0.925
H -0.096 -0.269 -9.413  0.422
H 1.591 -0.848 -9.003  0.404
H 1.044 0.845 -8.802  0.424
H -1.496 0.827 -7.666  0.481
H -2.357 0.560 -5.391  0.545
H -0.442 -1.543 -2.922  0.318
H -3.737 -1.511 -1.790  0.265
H -3.937 -2.693 -0.037  0.445
H -3.507 -2.844 2.396  0.493
H -1.662 -1.486 3.354  0.640
H -0.638 0.082 -0.324  0.593
H 1.222 -1.868 -4.409  0.406
H 2.037 -1.562 -6.712  0.446


4.
Molecular formula: C21H29N3O6
Method: DFT, the ωB97M-V functional and the def2-TZVPD basis

For the molar mass, the calculation gives 419.48 g/mol. Its SMILES is CC(C)C[C@H](NC(=O)[C@@H]1CCCN1C(=O)CNC(=O)OCc1ccccc1)C(=O)O. Its energy is -1433.43819 hartree.

Last column: Mulliken charge in e.
Cartesian coordinates (Å):
C -1.474 2.508 -4.269  -1.383
C -0.231 2.893 -3.470  0.874
C 0.630 3.864 -4.276  -1.682
C 0.611 1.670 -3.092  -1.298
C -0.101 0.670 -2.175  0.730
N 0.895 -0.116 -1.468  0.035
C 0.683 -1.385 -1.112  -0.048
O -0.344 -1.989 -1.355  -0.686
C 1.879 -2.027 -0.378  -0.069
C 1.590 -3.487 -0.051  -1.154
C 0.883 -3.381 1.298  -0.283
C 1.674 -2.289 2.010  -0.502
N 2.100 -1.407 0.929  0.282
C 2.737 -0.241 1.045  0.913
O 3.090 0.417 0.068  -0.834
C 2.952 0.333 2.448  -1.029
N 1.911 1.304 2.709  -0.126
C 0.762 0.945 3.334  0.701
O 0.619 -0.065 3.980  -0.669
O -0.188 1.886 3.162  -0.429
C -1.469 1.538 3.689  -0.800
C -2.030 0.301 3.034  0.182
C -2.746 -0.627 3.776  -0.745
C -3.240 -1.770 3.173  -0.620
C -3.015 -2.000 1.826  -0.503
C -2.301 -1.078 1.078  -0.229
C -1.814 0.068 1.682  0.210
C -0.969 -0.293 -2.992  -0.101
O -0.589 -0.879 -3.967  -0.599
O -2.231 -0.318 -2.557  -0.389
H -1.198 1.903 -5.129  0.301
H -1.982 3.402 -4.626  0.488
H -2.173 1.945 -3.658  0.238
H -0.550 3.394 -2.548  0.272
H 0.066 4.761 -4.521  0.433
H 1.513 4.158 -3.713  0.399
H 0.954 3.399 -5.204  0.362
H 1.510 2.016 -2.577  0.421
H 0.922 1.142 -3.996  0.350
H -0.750 1.189 -1.455  0.112
H 1.775 0.326 -1.206  0.533
H 2.769 -1.882 -1.001  0.445
H 0.960 -3.937 -0.814  0.432
H 2.519 -4.052 0.037  0.388
H 0.885 -4.315 1.854  0.529
H -0.147 -3.060 1.145  -0.149
H 1.073 -1.757 2.748  0.303
H 2.557 -2.714 2.502  0.267
H 3.919 0.842 2.463  0.371
H 2.911 -0.423 3.231  0.387
H 1.876 2.110 2.104  0.265
H -1.391 1.388 4.771  0.393
H -2.094 2.412 3.484  0.331
H -2.909 -0.457 4.830  0.363
H -3.793 -2.489 3.760  0.390
H -3.390 -2.898 1.359  0.441
H -2.117 -1.255 0.030  0.326
H -1.253 0.787 1.101  0.474
H -2.739 -0.977 -3.054  0.384


The evaluated orbital gap for the records listed, in turn: 8.39; 9.71; 4.24; 9.77 eV.
The evaluated energy above the lowest of the compared OMol25 structures with the same formula, charge and spin for the records listed, in turn: 165.4; 5.6; 104.0; 13.8 kJ/mol.